{"formula": "C6H16AgO4S2", "method": "ωB97M-V with the def2-TZVPD basis set", "elements": ["Ag", "O", "C", "C", "O", "H", "H", "H", "H", "C", "S", "O", "C", "H", "H", "H", "H", "H", "H", "C", "S", "O", "C", "H", "H", "H", "H", "H", "H"], "xyz": [[0.342689, 0.222833, -0.860683], [1.131626, 1.570773, -2.615967], [-0.074233, 2.281806, -2.838849], [-1.446675, 1.553417, -2.851326], [-1.840625, 0.715913, -1.808877], [0.082614, 2.771741, -3.820881], [-0.070717, 3.139249, -2.129589], [-1.529833, 1.052073, -3.834979], [-2.184172, 2.385166, -2.890840], [2.314573, -4.299155, -0.551487], [1.945832, -3.075434, 0.718030], [1.055407, -2.107404, 0.015487], [0.828765, -4.098511, 1.702571], [2.847948, -3.770396, -1.341339], [1.431044, -4.739093, -1.015167], [2.942262, -5.116909, -0.187527], [0.371812, -3.476916, 2.473111], [1.282973, -4.923696, 2.260706], [0.053148, -4.529970, 1.070262], [-1.175792, 2.153534, 3.190267], [0.078724, 2.275109, 1.894210], [0.244648, 0.866371, 1.436806], [-0.927031, 3.076535, 0.623845], [-0.863242, 1.554323, 4.046633], [-2.046973, 1.638672, 2.779582], [-1.476970, 3.125050, 3.588997], [-1.430294, 2.372753, -0.053080], [-0.183636, 3.617848, 0.036316], [-1.703884, 3.764308, 0.963762]], "atomic_forces_ev_per_a": [[-0.26, 0.41, -1.15], [-1.30, -0.64, 0.76], [1.94, -0.05, 0.02], [-0.65, 0.06, 0.33], [1.34, 0.32, 0.26], [-0.68, 0.05, -0.22], [-0.56, 0.00, 0.17], [0.14, -0.21, -0.09], [0.02, 0.28, -0.34], [0.39, -0.49, -0.32], [-0.71, 0.01, -0.55], [0.33, -0.26, 0.45], [-0.31, -0.51, 0.57], [0.07, 0.11, 0.14], [-0.29, 0.28, 0.29], [0.05, 0.17, 0.19], [-0.02, 0.30, -0.29], [0.50, 0.12, -0.33], [-0.03, 0.27, -0.15], [-0.71, -0.07, 0.37], [-0.85, -0.13, 0.05], [0.39, -0.24, 0.48], [0.10, 0.49, -0.39], [0.55, -0.01, -0.24], [0.04, 0.13, -0.21], [0.11, 0.12, -0.29], [0.31, -0.63, 0.14], [-0.22, 0.05, -0.15], [0.31, 0.09, 0.50]], "total_charge": -1, "mol_weight_da": 324.192}

{"formula": "C18H38As2AuS4SeSi3", "method": "ωB97M-V with the def2-TZVPD basis set", "elements": ["Au", "S", "As", "S", "S", "S", "C", "C", "C", "C", "C", "C", "Se", "C", "C", "C", "H", "H", "H", "H", "H", "H", "H", "H", "H", "H", "H", "C", "Si", "C", "C", "As", "Si", "C", "C", "C", "Si", "C", "C", "C", "H", "H", "H", "H", "H", "H", "H", "H", "H", "H", "H", "H", "H", "H", "H", "H", "H", "H", "H", "H", "H", "H", "H", "H", "H", "H", "H"], "xyz": [[-1.219594, 0.875355, 0.416360], [-0.087549, -0.004905, 4.512014], [-0.126279, -1.167781, 2.773964], [0.835347, 0.029284, 1.108628], [-2.070266, -0.925428, 1.625898], [0.505570, -3.143390, 2.786869], [-7.500179, -2.348502, 1.523931], [-6.487293, -1.466248, 0.842972], [-5.462243, -2.003313, 0.080433], [-4.498072, -1.204946, -0.526648], [-3.463010, -1.856207, -1.399619], [-4.554402, 0.187143, -0.339203], [-3.167358, 1.288417, -1.079164], [-5.624836, 0.754712, 0.367465], [-5.858399, 2.240075, 0.474343], [-6.562734, -0.087516, 0.955976], [-7.298563, -3.401392, 1.327835], [-8.513169, -2.127254, 1.180260], [-7.480580, -2.198964, 2.605223], [-5.398518, -3.079654, -0.040498], [-3.596183, -2.938111, -1.397263], [-2.451095, -1.636329, -1.064741], [-3.559261, -1.492337, -2.425303], [-5.022179, 2.814032, 0.084489], [-6.040325, 2.536476, 1.509068], [-6.745675, 2.509544, -0.105283], [-7.378841, 0.356311, 1.520109], [2.871006, 1.971557, -1.090046], [2.166950, 3.140328, 0.187900], [2.635853, 2.852513, 1.971236], [2.835209, 4.853991, -0.217941], [-0.194744, 3.108668, -0.078570], [-1.037551, 4.407512, 1.709108], [-0.685494, 3.484300, 3.280596], [-2.884294, 4.557076, 1.503459], [-0.220213, 6.099022, 1.682781], [-0.764388, 4.047919, -2.176073], [-2.480248, 4.786607, -2.103156], [0.411202, 5.432681, -2.657895], [-0.611053, 2.649778, -3.401262], [3.915530, 1.744667, -0.860040], [2.839471, 2.454533, -2.070943], [2.327507, 1.029052, -1.139301], [3.712012, 2.657979, 2.021956], [2.117649, 2.016430, 2.435504], [2.444407, 3.771442, 2.533020], [3.899234, 4.858022, 0.041118], [2.353586, 5.638132, 0.368045], [2.752060, 5.108534, -1.272948], [-1.239257, 2.542633, 3.315064], [-0.996439, 4.093055, 4.135591], [0.362799, 3.223609, 3.411603], [-3.306602, 3.560233, 1.360344], [-3.182865, 5.179352, 0.661103], [-3.317725, 4.981031, 2.413649], [0.798142, 6.056616, 2.073319], [-0.790235, 6.788569, 2.311641], [-0.183978, 6.516426, 0.673845], [-2.509997, 5.620575, -1.399995], [-3.221351, 4.045199, -1.802463], [-2.745626, 5.176053, -3.090538], [0.665345, 6.072253, -1.811780], [-0.075044, 6.055002, -3.414516], [1.338710, 5.048098, -3.085230], [-1.246502, 1.808832, -3.120462], [0.421506, 2.296643, -3.448687], [-0.905386, 2.983003, -4.400645]], "atomic_forces_ev_per_a": [[0.19, -0.03, -0.19], [-0.03, -0.02, 0.05], [-0.10, 0.08, -0.08], [0.15, -0.03, 0.16], [0.02, 0.08, 0.03], [0.02, -0.05, -0.02], [0.01, 0.01, -0.01], [-0.04, -0.05, 0.02], [0.01, 0.00, -0.01], [-0.06, 0.07, 0.02], [-0.03, 0.00, -0.04], [-0.12, -0.13, -0.06], [-0.18, 0.10, 0.16], [0.04, -0.05, -0.03], [0.01, 0.00, 0.01], [0.00, 0.05, -0.01], [0.00, 0.00, 0.00], [0.00, 0.00, 0.00], [0.00, -0.01, 0.00], [0.01, 0.00, 0.00], [0.00, 0.00, 0.00], [0.01, 0.00, 0.02], [0.04, -0.01, 0.00], [0.00, -0.02, 0.04], [0.02, -0.01, 0.01], [0.00, 0.02, 0.02], [0.01, 0.00, 0.00], [0.01, -0.04, 0.05], [0.08, 0.09, -0.01], [0.05, 0.04, -0.02], [0.01, -0.01, 0.00], [0.04, -0.10, -0.11], [-0.07, -0.01, 0.14], [-0.01, 0.02, -0.05], [-0.03, -0.02, -0.03], [-0.02, 0.01, -0.03], [0.00, 0.07, -0.02], [0.01, -0.05, 0.00], [0.01, -0.01, 0.03], [-0.05, 0.02, -0.03], [0.00, 0.02, 0.00], [-0.01, -0.03, 0.00], [-0.02, -0.02, 0.02], [0.00, 0.01, -0.03], [-0.02, 0.04, 0.00], [0.01, -0.04, 0.04], [-0.01, 0.00, 0.01], [-0.01, 0.00, -0.01], [-0.01, 0.00, -0.01], [0.02, -0.01, 0.02], [-0.01, -0.01, 0.00], [0.01, 0.00, 0.02], [-0.02, 0.01, -0.01], [-0.02, 0.00, -0.02], [0.03, 0.00, 0.01], [0.00, -0.01, -0.02], [0.01, -0.01, 0.01], [-0.01, 0.02, 0.01], [0.01, 0.03, 0.00], [0.01, 0.04, 0.00], [0.01, -0.03, -0.01], [-0.02, 0.03, -0.01], [0.01, -0.02, -0.02], [0.01, 0.00, 0.03], [0.00, -0.01, -0.01], [0.01, 0.00, 0.01], [0.02, 0.01, 0.00]], "total_charge": -1, "mol_weight_da": 892.799}

One value per record, in order, for calculated total energy: -1482.36685, -10178.86162 Eh.